{
  "formula": "C50H40BBeN8S2",
  "method": "the ωB97M-V functional and the def2-TZVPD basis",
  "symbols": ["N", "H", "C", "C", "C", "H", "C", "C", "C", "C", "C", "S", "N", "H", "C", "C", "C", "C", "C", "H", "H", "H", "N", "C", "H", "H", "H", "C", "C", "H", "C", "C", "C", "H", "C", "H", "H", "C", "Be", "H", "C", "N", "C", "S", "H", "C", "H", "N", "C", "N", "C", "C", "C", "C", "H", "C", "C", "H", "C", "C", "C", "H", "C", "B", "H", "C", "C", "N", "H", "H", "H", "H", "H", "C", "C", "H", "H", "H", "H", "H", "H", "C", "C", "C", "C", "C", "H", "C", "C", "H", "C", "C", "C", "H", "H", "H", "N", "C", "H", "H", "H", "H"],
  "xyz": [[2.06268, -0.55748, 0.36867], [-2.16830, 3.79773, -1.65483], [1.12570, 3.54797, 0.81456], [3.37502, -3.65385, -3.07054], [-6.73777, 3.06681, 2.63164], [-0.30547, 1.03197, -5.29516], [-0.04458, 1.73146, -3.28462], [-0.56449, 2.50433, -2.25120], [3.04807, -1.40570, 0.02140], [0.44541, 1.06756, 4.92877], [4.68419, 0.63277, 2.61426], [-5.11688, 2.61831, 2.34001], [-0.28216, -0.29424, 1.62271], [-0.91113, -2.88121, 0.49875], [-4.22778, -3.50394, 0.71131], [2.63464, -3.34365, -6.44443], [0.79145, -1.57450, -2.17184], [2.82515, -2.42148, -1.00242], [-0.71819, 1.63073, -4.49253], [-7.37203, 1.56462, -0.26493], [-6.98850, 3.60745, 3.53035], [2.79732, 4.20610, 1.97136], [0.53415, 1.65782, -0.17834], [-4.85006, 0.50134, -1.13929], [-1.82361, -0.80595, 4.45981], [1.67867, 5.48159, 1.47698], [-0.14221, 0.79953, 5.80308], [4.20011, -1.11956, 0.76005], [0.47396, 3.87752, -0.36241], [0.29923, 4.86489, -0.75475], [-5.53369, 1.85890, 0.83567], [-3.17918, 1.15134, 0.42212], [-1.75920, 3.19383, -2.45614], [-3.46299, -2.32830, -4.47292], [0.13294, 2.66227, -0.96482], [4.16239, -4.33162, -3.39457], [-5.59016, -2.44599, 1.98846], [-7.56816, 2.65457, 1.63613], [0.29692, -0.04356, -0.01405], [-2.63805, -4.37692, -0.43269], [1.37433, -2.65416, -1.22948], [-2.25060, 0.49191, -0.22340], [3.85945, -0.06540, 1.58698], [0.99689, -3.58091, -5.86378], [1.52463, -0.84043, -2.52187], [-3.59479, -1.69597, 2.16566], [2.16441, 1.86572, 2.88340], [0.42948, 0.45284, 2.50229], [-0.09713, 0.35984, 3.73397], [-0.27094, -0.84095, -1.51062], [-3.23383, -1.72607, -3.60256], [-4.17467, -0.97617, -3.02088], [1.51758, -3.18972, -4.17050], [-2.26924, -1.79647, 1.74387], [4.20245, 0.58437, 3.59092], [1.95918, -4.28323, -3.16921], [2.95889, -2.61834, -4.18986], [-3.87241, -0.93255, 2.88299], [-4.52979, 1.18087, 0.02915], [-3.87258, -0.21396, -1.82721], [1.74605, 4.45331, 1.82300], [0.39918, 2.14921, 4.79695], [-1.91239, 2.30968, -4.68441], [1.64509, 1.26503, 2.00061], [-5.86208, 0.50184, -1.52401], [-1.19417, -0.47835, 3.65018], [-4.56585, -2.54058, 1.65184], [2.58004, 0.25009, 1.32846], [4.53613, -2.65600, -5.79681], [5.14920, -1.62403, 0.70277], [4.79885, -2.72566, -1.66232], [1.48551, 0.79808, 5.11293], [3.09685, -1.57508, -3.89283], [0.90793, -3.77638, -2.17254], [-1.26349, -0.88865, 2.31319], [-2.85691, 1.69204, 1.30900], [5.66146, 0.16233, 2.68042], [0.90076, 1.22002, -3.14669], [-1.26274, -3.21571, -4.51982], [4.81790, 1.68413, 2.35731], [-2.42523, 2.24564, -5.63542], [3.50264, -2.87305, -5.55897], [-2.57068, -0.19957, -1.30894], [0.41138, -2.68078, -3.18718], [-2.91068, -3.61918, 0.29210], [-2.43270, 3.09327, -3.66267], [1.90757, -5.33792, -3.42451], [-0.96817, -2.59722, -3.67844], [3.74608, -2.94518, -1.80695], [-3.36200, 3.62840, -3.81105], [-1.87107, -1.77941, -3.10442], [-6.88200, 1.96375, 0.61144], [-1.94141, -2.77452, 0.80849], [0.86419, -2.67740, -0.26708], [1.24283, 4.38029, 2.78791], [-8.63193, 2.84043, 1.63519], [1.15721, 2.20860, 0.89027], [-1.49073, -0.94337, -1.95246], [-4.98612, -4.16916, 0.31937], [2.82612, -3.56697, -7.48437], [0.22649, -4.51207, -1.75085], [-5.18478, -0.94570, -3.40949]],
  "nbo_charge": [-0.479, 0.215, 0.232, -0.253, -0.396, 0.221, -0.203, -0.097, 0.156, -0.647, -0.648, 0.449, -0.497, 0.206, -0.205, -0.335, -0.054, -0.050, -0.205, 0.224, 0.249, 0.234, -0.514, -0.162, 0.239, 0.237, 0.237, -0.329, -0.334, 0.240, -0.263, 0.045, -0.144, 0.226, 0.185, 0.236, 0.224, -0.237, 1.669, 0.217, -0.208, -0.434, 0.233, 0.262, 0.217, -0.208, -0.012, -0.314, 0.229, -0.682, -0.148, -0.202, -0.112, 0.004, 0.232, -0.231, -0.239, 0.221, 0.028, -0.058, -0.648, 0.231, -0.204, 0.513, 0.221, -0.337, -0.204, -0.319, 0.230, 0.236, 0.219, 0.233, 0.220, -0.189, 0.157, 0.201, 0.237, 0.212, 0.227, 0.232, 0.223, -0.216, 0.144, -0.074, -0.203, -0.221, 0.238, -0.024, -0.130, 0.222, -0.188, -0.221, -0.231, 0.226, 0.231, 0.235, -0.312, 0.447, 0.223, 0.243, 0.230, 0.226],
  "charge": 1,
  "gap_ev": 6.6,
  "homo_energy_ev": -10.2
}